{"formula": "C57H52AsN5O3SW", "method": "ωB97M-V with the def2-TZVPD basis set", "elements": ["W", "O", "C", "C", "C", "C", "C", "C", "C", "N", "C", "C", "N", "C", "C", "C", "C", "C", "C", "C", "O", "H", "H", "H", "H", "H", "H", "H", "H", "H", "H", "H", "H", "H", "H", "S", "C", "C", "C", "C", "C", "C", "As", "C", "C", "C", "C", "C", "C", "C", "C", "C", "C", "C", "C", "H", "H", "H", "H", "H", "H", "H", "H", "H", "H", "H", "H", "H", "H", "N", "C", "C", "C", "C", "C", "C", "C", "C", "C", "C", "C", "C", "C", "H", "H", "H", "H", "H", "H", "H", "H", "H", "H", "C", "C", "N", "C", "C", "C", "O", "C", "C", "C", "C", "N", "C", "H", "H", "H", "H", "H", "H", "H", "H", "H", "H", "H", "H", "H", "H"], "xyz": [[0.6236, -1.2439, -0.1255], [-0.8611, 0.0095, -0.8067], [-2.0495, 0.2873, -0.5075], [-2.6642, 1.4825, -1.1248], [-3.8707, 1.8810, -0.7574], [-4.5461, 1.3118, 0.4384], [-4.0616, -0.1100, 0.8931], [-2.8283, -0.5809, 0.2032], [-2.3924, -1.9317, 0.2673], [-1.2600, -2.3840, -0.1397], [-1.1292, -3.8222, -0.3019], [-0.1605, -3.9898, -1.4339], [1.0418, -3.2231, -1.0789], [2.1465, -3.7873, -1.3966], [3.4593, -3.3047, -1.1270], [4.5887, -4.0357, -1.5448], [5.8483, -3.5493, -1.3341], [6.0017, -2.3035, -0.6794], [4.9233, -1.5809, -0.2518], [3.6134, -2.0775, -0.4766], [2.5968, -1.3915, -0.1009], [-2.1169, 1.9765, -1.9190], [-4.3564, 2.6916, -1.2953], [-5.6306, 1.3748, 0.3493], [-4.8228, -0.8921, 0.8572], [-3.1255, -2.6709, 0.6031], [-2.0865, -4.2814, -0.5448], [-0.7305, -4.2847, 0.6054], [-0.5978, -3.5842, -2.3470], [0.0853, -5.0378, -1.6027], [2.0841, -4.7449, -1.9184], [4.4422, -4.9866, -2.0497], [6.7150, -4.1050, -1.6666], [6.9972, -1.9098, -0.5126], [5.0295, -0.6307, 0.2557], [1.4203, 1.0857, 0.4986], [2.4858, 1.6017, -0.8105], [3.3526, 2.6607, -0.4958], [4.2304, 3.1813, -1.4279], [4.2757, 2.6614, -2.7178], [3.4314, 1.6164, -3.0479], [2.5426, 1.0810, -2.1155], [1.3498, -0.3770, -2.5911], [-0.0361, 0.5892, -3.5414], [0.0209, 1.9632, -3.7158], [-0.9958, 2.6219, -4.4023], [-2.0763, 1.9105, -4.9027], [-2.1469, 0.5340, -4.7103], [-1.1314, -0.1210, -4.0275], [2.3177, -1.0831, -4.1323], [1.8576, -0.9372, -5.4351], [2.6237, -1.3913, -6.5047], [3.8572, -1.9850, -6.2848], [4.3261, -2.1237, -4.9851], [3.5583, -1.6796, -3.9194], [3.3166, 3.0663, 0.5091], [4.8857, 3.9983, -1.1476], [4.9634, 3.0586, -3.4545], [3.4600, 1.2184, -4.0549], [0.8572, 2.5237, -3.3188], [-0.9448, 3.6965, -4.5314], [-2.8682, 2.4255, -5.4333], [-2.9938, -0.0255, -5.0893], [-1.1914, -1.1931, -3.8754], [0.9106, -0.4589, -5.6353], [2.2513, -1.2691, -7.5148], [4.4548, -2.3278, -7.1212], [5.2984, -2.5644, -4.7969], [3.9520, -1.7704, -2.9202], [0.6882, -1.8922, 1.6492], [0.9301, -2.2992, 2.8238], [1.9995, -3.3125, 3.1132], [2.4636, -4.1637, 2.1152], [3.4480, -5.1036, 2.3745], [3.9904, -5.2131, 3.6490], [3.5390, -4.3693, 4.6533], [2.5500, -3.4291, 4.3891], [0.1751, -1.7719, 4.0089], [0.1546, -0.4085, 4.2653], [-0.5297, 0.0828, 5.3720], [-1.2191, -0.7793, 6.2097], [-1.2114, -2.1476, 5.9535], [-0.5070, -2.6398, 4.8653], [2.0358, -4.0747, 1.1344], [3.7965, -5.7539, 1.5798], [4.7567, -5.9501, 3.8574], [3.9638, -4.4358, 5.6478], [2.2174, -2.7653, 5.1775], [0.6743, 0.2619, 3.5910], [-0.5366, 1.1480, 5.5663], [-1.7605, -0.3903, 7.0642], [-1.7475, -2.8275, 6.6040], [-0.4747, -3.7077, 4.6766], [-6.2873, 4.6010, 2.0527], [-4.8508, 4.9153, 2.4617], [-3.9321, 5.0050, 1.3318], [-3.9100, 6.2808, 0.6195], [-2.9997, 7.3052, 1.2846], [-2.9048, 4.1347, 1.0748], [-2.0196, 4.4418, 0.2942], [-2.8872, 2.7795, 1.7541], [-4.1049, 1.9047, 1.8219], [-3.8206, 0.4672, 2.3442], [-2.4414, 0.2549, 2.8784], [-1.4646, 1.0337, 2.6950], [-1.6894, 2.2879, 2.0676], [-6.9268, 4.4979, 2.9323], [-6.3381, 3.6774, 1.4742], [-6.6967, 5.4007, 1.4324], [-4.4676, 4.1882, 3.1732], [-4.8346, 5.8787, 2.9769], [-4.9375, 6.6472, 0.5717], [-3.5674, 6.0921, -0.3942], [-3.3516, 7.5637, 2.2867], [-2.9632, 8.2228, 0.6935], [-1.9886, 6.9040, 1.3599], [-4.9332, 2.3905, 2.3245], [-4.5700, 0.0976, 3.0441], [-2.2375, -0.6650, 3.4371], [-0.7936, 2.8766, 1.8908]], "mulliken_charge": [0.1090, -0.5309, 1.0481, -0.4844, -1.1137, -0.5015, -0.7248, -0.3512, -0.6679, -0.5015, -0.9165, -0.8237, 0.4335, -0.5143, 1.3198, -0.8761, -0.9740, -0.4777, -0.8849, 0.1382, 0.3439, 0.3808, 0.3029, 0.5294, 0.6898, 0.4596, 0.7503, 0.1038, 0.0850, 0.6979, 0.3561, 0.4450, 0.4569, 0.4249, 0.4640, -0.1126, 0.5844, -0.7145, -0.7170, -0.8489, -0.3334, -0.8452, 2.1792, 0.0564, -0.5803, -0.7877, -0.6336, -0.7644, -0.1685, -0.0341, -0.5049, -0.8064, -0.6368, -0.9270, -0.0067, 0.5012, 0.3745, 0.4017, 0.5225, 0.3341, 0.4142, 0.3619, 0.4591, 0.3681, 0.3899, 0.4239, 0.3735, 0.4907, 0.5243, 1.3385, -0.6758, 0.7294, 0.2348, -0.8308, -0.5613, -0.8955, -0.4165, 0.2115, 0.0513, -0.2988, -0.5853, -0.8814, -0.1250, 0.4338, 0.4321, 0.3907, 0.3995, 0.4588, 0.1904, 0.3741, 0.3909, 0.3898, 0.4773, -1.0889, -0.7214, 0.4369, -0.6346, -1.1244, -0.3730, -0.6906, 0.1786, 0.6155, -0.7641, -0.4777, 0.3531, -1.0194, 0.3644, 0.1869, 0.3937, 0.4585, 0.4057, 0.3587, 0.3636, 0.3012, 0.3898, 0.2828, 1.0797, 0.2954, 0.2792, 0.3848], "multiplicity": 1, "de_lowest_ev": 2.3984, "largest_force_ev_per_a": 1.7}